Entry one
This record from OMol25 describes a cluster of 13 separate species, C52H78O39 in total. The level of theory is ωB97M-V/def2-TZVPD.

The geometry in XYZ format:
```
169
Properties=species:S:1:pos:R:3:mulliken_charge:R:1
C 3.98847 3.53017 4.52366 -1.471
C 2.59812 2.93011 4.43733 1.196
C 2.64996 1.90481 3.32947 -0.157
O 2.25056 0.71004 3.89548 -0.347
C 2.02678 0.91606 5.26920 0.445
O 1.58470 0.03153 6.07314 -0.600
O 2.43357 2.19367 5.60851 -0.361
H 3.95194 4.50175 4.03091 0.324
H 4.79527 2.88885 4.16884 0.348
H 4.24585 3.77910 5.55317 0.411
H 1.80702 3.64810 4.22108 -0.040
H 3.53261 1.66699 2.73576 0.442
H 1.91075 2.27288 2.61803 -0.192
C -1.18178 -3.48281 2.88176 -1.154
C -1.49440 -3.48778 4.40576 0.931
C -0.85484 -2.42431 5.14657 -0.364
O -1.84968 -1.67840 5.82776 -0.291
C -3.05053 -2.22416 5.45498 0.613
O -4.11346 -1.74043 5.79996 -0.586
O -2.90651 -3.19066 4.55279 -0.382
H -0.60024 -4.35329 2.57817 0.429
H -0.54634 -2.72035 2.43124 0.039
H -2.14144 -3.65536 2.39454 0.255
H -1.22982 -4.45030 4.84358 0.278
H -0.21263 -1.76880 4.55837 -0.008
H -0.22176 -2.76407 5.96625 0.228
C -3.92813 1.58827 5.10853 -1.204
C -5.31341 1.13761 5.49345 0.541
C -5.34054 0.98514 6.94398 -0.424
O -5.94604 2.18816 7.33787 -0.395
C -6.69861 2.70548 6.25365 0.548
O -7.47087 3.68392 6.29246 -0.601
O -6.26433 2.15912 5.15407 -0.372
H -3.01093 1.15272 5.50493 0.367
H -3.95571 2.62859 5.43265 0.335
H -3.91871 1.45799 4.02638 0.341
H -5.61060 0.25049 4.93418 0.278
H -4.37060 0.90254 7.43438 0.289
H -5.97189 0.12829 7.17916 0.354
C 0.71227 -1.44403 -0.25557 -1.252
C 0.49703 -0.14334 0.45516 0.711
C 0.11691 1.06869 -0.56861 1.154
O -1.06302 1.46011 -0.16046 0.070
C -1.48518 0.85578 0.96188 0.127
O -2.40438 1.19005 1.64559 -0.278
O -0.53326 -0.01510 1.48257 -0.053
H 1.52532 -1.93262 0.28140 0.752
H 1.14417 -1.37894 -1.25423 -0.334
H -0.13440 -2.12545 -0.33873 0.039
H 1.50189 0.02920 0.84066 -0.066
H 0.10848 0.58947 -1.54758 -0.672
H 0.96258 1.75567 -0.53733 -0.362
C 3.18938 -3.43376 -6.47934 -1.343
C 1.71815 -3.27946 -6.01474 0.542
C 1.20900 -4.30747 -4.93819 -0.407
O 0.13311 -3.70400 -4.37122 -0.190
C 0.50599 -2.45339 -4.24450 0.149
O 0.07142 -1.61497 -3.47648 -0.076
O 1.47563 -2.18050 -5.20454 -0.074
H 3.89977 -3.60248 -5.67003 0.187
H 3.63325 -2.57948 -6.99051 0.320
H 3.30155 -4.38546 -6.99876 0.444
H 1.05244 -3.37399 -6.87264 0.299
H 1.83859 -4.66710 -4.12432 -0.245
H 0.84185 -5.21046 -5.42595 0.440
C -2.64193 4.95448 2.07141 -1.607
C -2.61759 4.62586 3.52782 1.166
C -1.48755 3.65493 4.00442 0.389
O -1.06503 4.37947 5.15592 -0.448
C -1.49022 5.54618 5.24129 0.574
O -1.20394 6.39549 6.05374 -0.639
O -2.30679 5.76972 4.19570 -0.453
H -2.59297 3.97353 1.59871 0.180
H -1.87545 5.60184 1.64533 0.341
H -3.53235 5.48287 1.73075 0.442
H -3.56814 4.17101 3.80653 -0.045
H -0.63793 3.62208 3.32238 0.327
H -1.93269 2.72020 4.34533 -0.305
C -5.71292 -0.45094 2.05417 -1.254
C -6.13607 0.96949 1.59426 0.833
C -5.33309 1.51456 0.39483 0.908
O -6.31577 1.88835 -0.52219 -0.386
C -7.51990 1.48817 -0.12551 0.491
O -8.61276 1.50864 -0.70471 -0.651
O -7.37277 0.91130 1.03188 -0.448
H -4.80022 -0.67843 2.60494 0.132
H -5.65620 -0.95089 1.08724 0.095
H -6.48316 -0.91955 2.66672 0.445
H -6.19543 1.70187 2.39937 0.228
H -4.81644 0.64627 -0.01416 -0.517
H -4.73698 2.37038 0.71156 -0.011
C -0.83919 1.56124 -4.16978 -1.139
C -2.24690 2.05612 -3.86091 0.593
C -3.01857 1.26807 -2.86395 0.468
O -3.62797 2.22838 -1.96487 -0.162
C -3.14926 3.45901 -2.13629 0.638
O -3.30815 4.49771 -1.39539 -0.626
O -2.33686 3.29403 -3.18086 -0.465
H -0.04458 1.71440 -3.43956 0.043
H -0.47780 2.08183 -5.05661 0.519
H -0.98561 0.49648 -4.35127 0.141
H -2.80568 2.20207 -4.78533 0.289
H -2.26384 0.66099 -2.36401 -0.620
H -3.70100 0.49457 -3.21619 0.479
C 5.00726 6.88053 -0.19041 -1.461
C 4.62758 5.45929 -0.47610 0.438
C 4.90465 4.41986 0.48317 -0.434
O 3.59519 3.96080 0.90975 -0.132
C 2.67426 4.68658 0.43128 0.601
O 1.45965 4.47865 0.41485 -0.547
O 3.19969 5.66383 -0.29993 -0.415
H 6.08846 6.88828 -0.32849 0.421
H 4.78906 7.22489 0.82048 0.337
H 4.57863 7.59053 -0.89771 0.346
H 4.71031 5.27303 -1.54688 0.301
H 5.56248 4.66054 1.31829 0.338
H 5.24451 3.53180 -0.04970 0.246
C 2.75564 0.50206 -6.84873 -1.516
C 3.64860 0.33781 -5.59181 0.907
C 4.62000 1.50365 -5.24617 -0.463
O 4.02310 2.24207 -4.23527 -0.370
C 3.07322 1.50697 -3.64471 0.028
O 2.48487 1.78202 -2.56791 -0.384
O 2.77717 0.54710 -4.41947 0.302
H 1.98532 -0.26787 -6.80505 0.228
H 3.33726 0.09887 -7.67774 0.435
H 2.27938 1.44862 -7.10430 0.406
H 3.94875 -0.70917 -5.54896 -0.233
H 4.40915 2.25239 -6.00974 0.395
H 5.64003 1.15853 -5.07725 0.295
C 1.76381 -5.26616 -1.14092 -0.916
C 3.06277 -6.05992 -1.12621 0.432
C 3.01334 -7.51469 -1.48480 -0.546
O 3.90414 -7.60696 -2.54978 -0.409
C 4.38961 -6.42767 -2.96485 0.558
O 5.07137 -6.28156 -3.95210 -0.539
O 3.69994 -5.48998 -2.24270 0.081
H 1.40832 -5.31438 -2.17019 0.218
H 2.04392 -4.21385 -1.18885 -0.086
H 1.02251 -5.53874 -0.38974 0.493
H 3.76834 -5.82673 -0.32878 0.297
H 2.10499 -7.98687 -1.85901 0.288
H 3.31631 -8.09526 -0.61345 0.349
C 4.40622 -0.82762 -1.63615 -1.208
C 4.97824 -2.23877 -1.48770 1.427
C 5.80376 -2.78643 -2.62458 -0.302
O 7.12539 -2.29866 -2.35640 -0.380
C 7.12763 -1.98935 -1.02568 0.525
O 8.11449 -1.43516 -0.52824 -0.582
O 5.91716 -2.25872 -0.44511 -0.420
H 5.10257 -0.23523 -2.22968 0.392
H 4.21880 -0.30851 -0.69621 0.349
H 3.52269 -1.01323 -2.24691 0.005
H 4.16154 -2.92721 -1.27054 -0.376
H 5.55890 -2.48573 -3.64327 0.119
H 5.77548 -3.87605 -2.62003 0.275
C -4.94944 -2.84532 -0.69027 -1.032
C -4.30027 -3.18141 -1.98508 0.801
C -2.96368 -2.61080 -2.22435 0.482
O -2.22476 -3.65508 -2.62413 -0.176
C -2.88339 -4.84923 -2.36634 0.399
O -2.46128 -5.98761 -2.54188 -0.570
O -4.18382 -4.55841 -1.97298 -0.395
H -6.02930 -2.98694 -0.64609 0.445
H -4.73314 -1.78365 -0.57123 -0.122
H -4.63018 -3.39810 0.19325 0.369
H -4.85390 -2.93657 -2.89153 0.215
H -2.60695 -2.15045 -1.30298 -0.306
H -2.92703 -1.90506 -3.05424 -0.089
```

Output
**Net charge**: 0
**E_LUMO**: -0.37 eV
**HOMO level**: -10.084 eV
**Kohn-Sham gap**: 0.357 hartree

Entry two
This record from OMol25 describes a cluster of 13 separate species, C52H78O39 in total. The level of theory is ωB97M-V/def2-TZVPD.

The geometry in XYZ format:
```
169
Properties=species:S:1:pos:R:3:mulliken_charge:R:1
C 3.68318 4.68717 -4.03471 -1.498
C 4.87826 4.27044 -3.19759 0.527
C 5.15653 2.77334 -3.04683 -0.406
O 6.46610 2.71787 -3.44054 -0.301
C 6.87959 3.80251 -4.09743 0.652
O 7.90548 4.03754 -4.66802 -0.577
O 5.94037 4.74708 -4.09145 -0.370
H 3.64112 5.72910 -4.35209 0.335
H 2.76167 4.52100 -3.47675 0.374
H 3.58594 4.01257 -4.88534 0.408
H 5.06975 4.73691 -2.23124 0.361
H 4.44979 2.06905 -3.48571 0.252
H 5.11751 2.57656 -1.97545 0.245
C 8.20206 6.37564 4.33266 -1.384
C 8.29303 4.97443 3.68546 0.403
C 8.51777 3.87061 4.69295 -0.389
O 7.45385 2.98755 4.43944 -0.344
C 6.58294 3.55962 3.60961 0.659
O 5.51470 3.17035 3.28429 -0.554
O 7.06558 4.65315 3.18229 -0.344
H 8.21878 7.11696 3.53374 0.349
H 9.09880 6.61909 4.90247 0.381
H 7.22901 6.43702 4.82001 0.366
H 9.19575 4.98597 3.07468 0.275
H 8.35905 4.23848 5.70663 0.256
H 9.51485 3.45657 4.54281 0.324
C 0.49714 -2.59710 -6.61324 -1.228
C 0.11379 -1.60206 -7.73614 0.526
C -0.84126 -0.45715 -7.30103 -0.463
O -0.09963 0.76146 -7.65302 -0.332
C 1.11731 0.50292 -7.99018 0.729
O 1.89709 1.42445 -8.28518 -0.608
O 1.24926 -0.83407 -7.93723 -0.394
H 1.45424 -3.10873 -6.71460 0.349
H -0.11488 -3.49798 -6.65740 0.327
H 0.56920 -2.05980 -5.66760 0.275
H -0.32628 -2.04583 -8.62917 0.293
H -1.09297 -0.46103 -6.24050 0.241
H -1.75986 -0.45147 -7.88775 0.284
C -0.51625 6.54571 -7.56307 -1.194
C -1.84916 6.43501 -6.92107 0.491
C -2.70671 5.35441 -7.55474 -0.431
O -2.99666 4.42635 -6.55746 -0.360
C -2.26384 4.68395 -5.38447 0.669
O -2.13134 3.86009 -4.49161 -0.542
O -1.63336 5.89045 -5.56705 -0.353
H 0.30032 6.79721 -6.88626 0.299
H -0.44922 7.18196 -8.44556 0.338
H -0.33802 5.50370 -7.82870 0.266
H -2.34930 7.39436 -7.05379 0.269
H -2.10374 4.81769 -8.28717 0.226
H -3.68818 5.73987 -7.83085 0.325
C 4.55091 2.55363 9.77247 -1.265
C 5.20392 1.35745 9.00723 0.329
C 5.03597 -0.05236 9.59932 -0.385
O 4.47223 -0.75045 8.52861 -0.335
C 4.19270 0.02831 7.51449 0.722
O 3.65512 -0.31160 6.45773 -0.631
O 4.47758 1.27610 7.80332 -0.324
H 3.48127 2.39694 9.63312 0.347
H 4.90064 3.45699 9.27273 0.328
H 4.82846 2.49852 10.82510 0.372
H 6.24687 1.53004 8.74159 0.297
H 4.41325 -0.05907 10.49390 0.265
H 5.98235 -0.53725 9.83878 0.282
C -1.81751 -0.58050 5.17524 -1.435
C -1.41737 0.86567 5.34726 0.508
C -2.61732 1.77614 4.98557 -0.427
O -2.68336 2.73644 6.03751 -0.333
C -1.81969 2.35051 7.00472 0.636
O -1.71816 2.94083 8.07109 -0.556
O -1.20054 1.17026 6.66534 -0.381
H -2.81279 -0.56856 5.61954 0.451
H -1.23143 -1.22927 5.82617 0.340
H -1.53897 -0.91118 4.17466 0.284
H -0.49299 1.05802 4.80261 0.354
H -3.51719 1.24681 4.67231 0.312
H -2.42988 2.27060 4.03244 0.246
C -0.82565 -6.57091 1.86729 -1.191
C 0.07718 -7.64544 1.10775 0.348
C 0.69533 -7.09836 -0.31789 -0.355
O 2.00336 -7.49199 -0.25346 -0.282
C 2.30059 -7.97217 1.01352 0.606
O 3.46507 -8.34568 1.35942 -0.554
O 1.15556 -7.78452 1.86728 -0.341
H -0.36577 -5.61155 1.63012 0.270
H -0.80923 -6.63482 2.95530 0.343
H -1.84764 -6.54359 1.48929 0.308
H -0.44263 -8.59176 0.95825 0.311
H 0.51797 -6.02715 -0.41348 0.235
H 0.05920 -7.51100 -1.10095 0.309
C -8.14870 -0.68622 -0.15312 -1.311
C -9.30650 -1.02109 0.75949 0.445
C -9.47583 -0.36320 2.20424 -0.284
O -10.76682 0.00397 2.15404 -0.330
C -11.33833 -0.25833 0.90177 0.633
O -12.50723 0.07046 0.59928 -0.585
O -10.43326 -0.73695 0.13754 -0.320
H -7.88064 0.36995 -0.12554 0.366
H -8.47209 -0.90980 -1.16975 0.321
H -7.35576 -1.39459 0.08678 0.321
H -9.30789 -2.10808 0.84049 0.227
H -8.70421 0.36663 2.44927 0.282
H -9.39150 -1.09362 3.00891 0.235
C -4.52008 -4.62860 -5.23960 -1.465
C -5.90142 -5.04654 -4.67379 0.627
C -7.11001 -4.49837 -5.45824 -0.440
O -8.03749 -5.63763 -5.66031 -0.337
C -7.46353 -6.73227 -5.01742 0.631
O -8.01013 -7.82606 -4.78323 -0.551
O -6.19068 -6.46627 -4.73100 -0.367
H -4.60007 -3.57637 -5.51254 0.408
H -4.17959 -5.15559 -6.13093 0.347
H -3.77665 -4.67744 -4.44397 0.342
H -5.96488 -4.50105 -3.73224 0.201
H -6.72852 -4.14653 -6.41676 0.284
H -7.54625 -3.60952 -5.00246 0.319
C 5.01099 -3.95810 2.29502 -1.532
C 4.60848 -2.88634 1.38855 0.612
C 5.71017 -1.87708 1.09972 -0.297
O 5.54575 -1.74227 -0.26295 -0.341
C 4.65214 -2.60346 -0.79186 0.706
O 4.25676 -2.87457 -1.94708 -0.641
O 4.20566 -3.37503 0.14274 -0.314
H 4.21014 -4.57780 2.69842 0.330
H 5.41185 -3.48221 3.18998 0.394
H 5.73250 -4.48589 1.67137 0.371
H 3.74913 -2.40744 1.85790 0.124
H 6.73310 -2.15550 1.35313 0.292
H 5.37819 -0.93058 1.52637 0.296
C -5.91349 -8.23705 0.32099 -1.389
C -6.96510 -7.82243 1.39746 0.458
C -6.71983 -6.43718 2.08537 -0.506
O -8.05012 -5.81957 2.30085 -0.302
C -8.86390 -6.35846 1.48131 0.669
O -10.05839 -6.23136 1.45693 -0.544
O -8.21368 -7.41045 0.74513 -0.382
H -5.57995 -7.50910 -0.41856 0.319
H -6.37752 -8.97638 -0.33183 0.353
H -4.95959 -8.51675 0.76815 0.398
H -7.24329 -8.57637 2.13387 0.304
H -6.07404 -5.83366 1.44755 0.312
H -6.25702 -6.64550 3.04999 0.313
C 1.04496 0.66296 0.67354 -1.322
C -0.01956 0.23709 -0.29721 0.622
C 0.17415 -0.87498 -1.36116 -0.338
O -0.93899 -1.73403 -1.30770 -0.309
C -1.63210 -1.49259 -0.25869 0.644
O -2.55700 -2.17670 0.15629 -0.623
O -1.11671 -0.37371 0.38929 -0.337
H 1.80956 0.92102 -0.05919 0.388
H 1.49356 -0.04008 1.37538 0.267
H 0.78795 1.57375 1.21438 0.320
H -0.28212 1.09805 -0.91195 0.200
H 0.99936 -1.56408 -1.18156 0.189
H 0.29894 -0.39740 -2.33299 0.290
C 2.55849 6.36894 0.74488 -1.344
C 2.48948 7.83148 0.12834 0.391
C 2.71042 9.01134 1.06464 -0.383
O 3.64971 9.81526 0.40666 -0.340
C 4.11484 9.19555 -0.68564 0.632
O 5.10808 9.66743 -1.20947 -0.543
O 3.53752 7.93427 -0.81217 -0.269
H 3.45993 6.31768 1.35553 0.334
H 2.40554 5.57740 0.01128 0.305
H 1.71410 6.23286 1.42058 0.383
H 1.60752 7.97635 -0.49557 0.279
H 3.09492 8.57850 1.98817 0.268
H 1.83004 9.63223 1.23057 0.291
```

Output
**Net charge**: 0
**E_LUMO**: -0.41 eV
**HOMO level**: -10.552 eV
**Kohn-Sham gap**: 0.373 hartree

Entry three
This record from OMol25 describes a cluster of 13 separate species, C52H78O39 in total. The level of theory is ωB97M-V/def2-TZVPD.

The geometry in XYZ format:
```
169
Properties=species:S:1:pos:R:3:mulliken_charge:R:1
C 4.89427 3.48803 -4.03668 -1.350
C 4.27995 4.17320 -5.29316 0.675
C 3.56896 5.49588 -5.11993 -0.361
O 4.10812 6.26652 -6.09299 -0.338
C 5.17396 5.71439 -6.54905 0.644
O 5.90902 6.34474 -7.28553 -0.634
O 5.33966 4.53791 -6.20324 -0.326
H 5.67424 4.03071 -3.50260 0.379
H 5.43028 2.54440 -4.13847 0.436
H 4.06969 3.25531 -3.36288 0.183
H 3.63335 3.40022 -5.70852 0.169
H 3.64379 6.08901 -4.20852 0.269
H 2.50726 5.41235 -5.35212 0.246
C 2.15364 -4.09950 -2.97193 -1.049
C 3.37538 -3.23944 -3.56888 0.112
C 2.89114 -2.02254 -4.21291 0.224
O 3.31796 -1.00100 -3.43233 -0.329
C 4.15479 -1.39131 -2.57569 0.855
O 4.96517 -0.66969 -2.02271 -0.649
O 4.06087 -2.72454 -2.46215 -0.327
H 1.28036 -4.23665 -3.60964 0.283
H 1.75026 -3.70696 -2.03850 -0.022
H 2.63293 -5.03223 -2.67458 0.503
H 4.20533 -3.75178 -4.05549 0.392
H 1.80383 -2.09021 -4.24885 -0.310
H 3.31459 -1.98551 -5.21661 0.346
C 6.70283 1.09112 2.19983 -1.197
C 6.07020 2.39686 1.50730 0.856
C 5.39580 3.36719 2.58271 -0.023
O 6.50264 4.16411 2.95331 -0.418
C 7.45958 4.17995 1.97304 0.605
O 8.49131 4.93536 1.84110 -0.623
O 7.08075 3.32281 1.07777 -0.404
H 7.74360 1.33858 2.40879 0.473
H 6.69234 0.39759 1.35899 0.344
H 6.16972 0.71017 3.07091 0.113
H 5.25780 2.24145 0.79742 0.067
H 4.84318 2.90889 3.40288 0.184
H 4.59690 4.05144 2.29696 0.023
C 1.54662 4.68110 1.37924 -0.984
C 2.06997 5.61694 0.19741 0.478
C 1.32097 5.41363 -1.11747 -0.255
O 1.30054 6.69237 -1.59673 -0.426
C 1.53995 7.59153 -0.60593 0.505
O 1.49604 8.77372 -0.81695 -0.565
O 1.86716 6.97165 0.47888 -0.373
H 0.52403 4.34292 1.21174 0.375
H 1.56530 5.38774 2.20894 0.528
H 2.23276 3.83419 1.38639 -0.093
H 3.12978 5.46666 -0.00835 0.322
H 0.27004 5.13601 -1.03657 0.357
H 1.74467 4.72584 -1.84926 0.147
C -3.30355 2.18297 -3.00545 -0.777
C -4.73590 1.93501 -3.57015 0.521
C -5.71500 1.19157 -2.64966 0.554
O -6.86759 1.68267 -3.12341 -0.377
C -6.67013 2.92313 -3.54386 0.483
O -7.50722 3.78266 -3.73649 -0.580
O -5.38600 3.19782 -3.82184 -0.404
H -2.66204 1.43601 -2.53790 -0.305
H -3.53321 2.85365 -2.17749 0.382
H -2.66769 2.46181 -3.84571 0.371
H -4.58444 1.46306 -4.54093 0.212
H -5.65079 1.41045 -1.58379 0.052
H -5.67090 0.11131 -2.78810 -0.100
C -1.30318 -0.57665 -3.94145 -0.509
C -2.20557 -1.40579 -4.76558 0.119
C -1.95869 -2.90904 -4.76058 0.150
O -3.35958 -3.42380 -4.83873 -0.432
C -4.20353 -2.45123 -4.35327 0.596
O -5.42039 -2.68872 -4.07197 -0.646
O -3.50098 -1.33166 -4.16674 0.048
H -1.49197 -0.92113 -2.92470 -0.298
H -1.32329 0.50690 -4.05814 0.438
H -0.25058 -0.81924 -4.08735 0.020
H -2.40083 -1.12728 -5.80116 0.397
H -1.42655 -3.22380 -3.86289 -0.271
H -1.42740 -3.23802 -5.65366 0.367
C -4.53846 1.33663 1.91038 -0.304
C -5.97861 1.29111 2.46073 0.458
C -6.31233 0.93684 3.98592 -0.374
O -7.13491 1.94312 4.46701 -0.339
C -7.34301 2.88616 3.57545 0.594
O -8.25251 3.72378 3.58644 -0.577
O -6.51794 2.62786 2.52473 -0.424
H -4.09414 0.40196 2.25255 -0.039
H -4.14826 2.23321 2.39202 0.488
H -4.37711 1.35193 0.83250 -0.325
H -6.65169 0.88965 1.70318 0.306
H -5.34573 0.90678 4.48879 0.265
H -6.64874 -0.08652 4.15224 0.293
C 3.69274 -1.57112 6.33292 -1.595
C 4.30840 -1.50579 4.95833 0.660
C 3.62111 -2.36915 3.87948 -0.104
O 3.43089 -1.46255 2.84574 0.003
C 3.62132 -0.18563 3.19180 0.230
O 3.61836 0.74315 2.39921 -0.156
O 4.08835 -0.15371 4.49861 -0.414
H 4.01041 -0.72263 6.93893 0.393
H 3.99981 -2.49838 6.81665 0.423
H 2.60727 -1.47251 6.32161 0.324
H 5.32737 -1.84030 5.15302 0.219
H 2.73171 -2.92825 4.17013 -0.272
H 4.39574 -3.09419 3.62973 0.361
C 0.15584 -4.94515 4.00287 -1.508
C 0.20894 -4.82330 2.48341 1.663
C 0.41732 -3.31802 2.04036 0.217
O 1.78754 -3.36413 1.48039 -0.062
C 2.20240 -4.64539 1.33781 0.375
O 3.24890 -5.04493 0.85440 -0.630
O 1.38383 -5.43847 2.03153 -0.411
H 0.07650 -5.97287 4.35726 0.413
H -0.59925 -4.24661 4.36340 0.382
H 1.07924 -4.66738 4.51108 0.305
H -0.66135 -5.11693 1.89647 -0.570
H 0.34876 -2.66089 2.90730 0.348
H -0.42445 -3.20875 1.35655 -0.448
C 2.23706 1.24093 -0.81112 -1.245
C 1.09276 0.13952 -1.08505 1.547
C 0.87289 -0.87685 0.08792 0.911
O -0.40404 -0.62181 0.61435 0.650
C -0.92997 0.39205 -0.06863 -0.100
O -1.87385 1.06494 0.29521 -0.349
O -0.14423 0.77023 -1.12728 -0.388
H 3.04969 0.89130 -0.17435 0.228
H 1.73024 2.12642 -0.42753 0.226
H 2.82411 1.58072 -1.66436 0.200
H 1.28502 -0.34139 -2.04414 -0.508
H 1.72762 -0.89109 0.76420 -0.223
H 0.85317 -1.87045 -0.35985 -0.845
C -2.73024 -7.30040 0.54422 -1.285
C -2.14382 -6.80837 -0.80593 0.404
C -3.06312 -5.91488 -1.63554 -0.445
O -2.38919 -4.74598 -1.79325 -0.124
C -1.27135 -4.74311 -1.13063 0.027
O -0.49465 -3.85565 -1.03422 0.066
O -1.09899 -5.90914 -0.48235 -0.366
H -3.78156 -7.49331 0.33064 0.401
H -2.75743 -6.51058 1.29492 0.236
H -2.15378 -8.15607 0.89583 0.388
H -1.88441 -7.70924 -1.36201 0.258
H -4.01255 -5.83918 -1.10549 0.061
H -3.19345 -6.43161 -2.58638 0.321
C -4.16771 -1.39576 -0.65614 0.262
C -4.96995 -1.98476 0.53656 0.614
C -5.39702 -3.47956 0.46914 -0.465
O -4.51112 -4.06367 1.45112 -0.374
C -3.85570 -3.11696 2.20158 0.414
O -3.08290 -3.41339 3.06098 -0.533
O -4.21775 -1.88390 1.77190 -0.159
H -3.79848 -0.37763 -0.53290 -0.287
H -4.79218 -1.34281 -1.54796 0.142
H -3.23962 -1.91987 -0.88431 -0.470
H -5.86321 -1.36010 0.53766 0.095
H -5.32628 -4.02517 -0.47182 0.243
H -6.39174 -3.66937 0.87237 0.309
C -1.64282 0.73419 4.19887 -1.216
C -0.49225 1.77501 4.53519 0.459
C 0.04718 2.64665 3.42064 0.083
O 0.27233 3.99517 4.01558 -0.318
C -0.52407 3.96884 5.22297 0.442
O -0.93445 4.85589 5.95484 -0.569
O -0.99849 2.72982 5.45985 -0.430
H -1.50610 0.32014 3.19988 0.020
H -2.68161 1.06264 4.16523 0.254
H -1.76002 -0.03919 4.95797 0.566
H 0.37249 1.35980 5.05284 0.379
H -0.65192 2.84401 2.60800 0.166
H 0.90689 2.10051 3.03243 0.103
```

Output
**Net charge**: 0
**E_LUMO**: -0.59 eV
**HOMO level**: -10.244 eV
**Kohn-Sham gap**: 0.355 hartree

Short version: entry three, entry one, entry two, most stable first.